(a)
A single CH6NPS molecule, computed with ωB97M-V/def2-TZVPD.

Geometry as ORCA input:
```
! RIJCOSX wB97M-V def2-TZVPD def2/J DEFGRID3
* xyz 0 1
H -1.254 1.984 -0.144
H -0.044 -1.761 -0.824
H -0.256 0.294 1.498
N -0.375 -1.354 0.038
C -0.225 1.736 -0.315
H -1.389 -1.346 0.056
P 2.594 0.045 0.209
S 0.311 0.283 0.258
H 0.198 2.003 -1.265
H 2.354 -1.295 0.503
*
```

* lowest unoccupied orbital energy: 0.30 eV
* frontier orbital gap: 7.874 eV

Atom-resolved charges from Mulliken, all expressed in e: number 1, H, carries 0.291; number 2, H, carries 0.266; number 3, H, carries 0.217; number 4, N, carries -0.575; number 5, C, carries -0.701; number 6, H, carries 0.284; number 7, P, carries -0.097; number 8, S, carries 0.045; number 9, H, carries 0.291; number 10, H, carries -0.021


(b)
2 unconnected molecules or ions with the total composition CH6NPS, computed with ωB97M-V/def2-TZVPD.

Geometry as ORCA input:
```
! RIJCOSX wB97M-V def2-TZVPD def2/J DEFGRID3
* xyz 0 1
P 0.074 -0.215 -0.209
H 2.293 -1.128 -0.049
H 0.420 0.790 1.795
H -1.490 0.976 1.115
H -0.945 -0.462 2.041
C -0.588 0.317 1.391
H -0.897 -1.621 -1.703
S 0.875 1.549 -1.233
H 1.296 0.893 -2.365
N -1.037 -1.098 -0.782
*
```

* lowest unoccupied orbital energy (alpha / beta): -0.63 / -0.87 eV
* frontier orbital gap (alpha / beta): 7.681 / 8.204 eV

Atom-resolved charges from Mulliken, all expressed in e: number 1, P, carries 0.304; number 2, H, carries 0.013; number 3, H, carries 0.281; number 4, H, carries 0.281; number 5, H, carries 0.328; number 6, C, carries -0.808; number 7, H, carries 0.246; number 8, S, carries -0.278; number 9, H, carries 0.174; number 10, N, carries -0.541


Most stable structure - (b); separation to the second - 1.187 eV.


(a)
3 unconnected molecules or ions with the total composition C2H11N3O2, computed with ωB97M-V/def2-TZVPD.

Geometry as ORCA input:
```
! RIJCOSX wB97M-V def2-TZVPD def2/J DEFGRID3
* xyz 0 1
H -6.133 0.439 -1.368
H 1.628 1.094 2.396
H -4.731 0.555 -0.756
O 3.729 -1.471 0.611
C 1.642 0.809 1.348
O -5.543 0.040 -0.719
H 2.421 1.479 0.980
N 0.383 0.873 0.643
N 0.876 -1.005 -0.614
N -1.218 0.135 -0.835
H -0.130 1.733 0.766
H -1.573 -0.566 -1.453
H 0.347 -1.858 -0.779
H -1.274 1.116 -1.080
C 0.073 -0.044 -0.298
H 2.000 -0.202 1.178
H 3.009 -1.529 -0.054
H 4.493 -1.596 0.034
*
```

* lowest unoccupied orbital energy: 0.50 eV
* frontier orbital gap: 9.269 eV

Atom-resolved charges from Mulliken, all expressed in e: number 1, H, carries 0.324; number 2, H, carries 0.294; number 3, H, carries 0.314; number 4, O, carries -0.668; number 5, C, carries -0.762; number 6, O, carries -0.641; number 7, H, carries 0.260; number 8, N, carries -0.187; number 9, N, carries -0.618; number 10, N, carries -0.411; number 11, H, carries 0.209; number 12, H, carries 0.230; number 13, H, carries 0.143; number 14, H, carries 0.222; number 15, C, carries 0.366; number 16, H, carries 0.246; number 17, H, carries 0.361; number 18, H, carries 0.318


(b)
4 unconnected molecules or ions with the total composition C2H11N3O2, computed with ωB97M-V/def2-TZVPD.

Geometry as ORCA input:
```
! RIJCOSX wB97M-V def2-TZVPD def2/J DEFGRID3
* xyz 0 1
N 0.544 -0.537 0.460
N -0.669 1.504 0.173
H -1.575 -0.664 1.002
O 2.830 -1.345 -1.198
C -0.769 -1.224 0.521
H 0.995 0.288 -1.236
H -3.550 1.109 -1.376
H 3.131 -2.201 -0.898
H 2.114 -1.093 -0.606
H 1.371 2.390 1.273
C 0.469 0.879 0.506
H -0.439 2.432 -0.164
H 1.160 -0.686 1.266
H -1.011 -1.414 -0.530
N 1.568 1.451 0.949
H -0.624 -2.184 1.017
O -3.239 0.533 -0.675
H -2.305 0.762 -0.484
*
```

* lowest unoccupied orbital energy: -3.26 eV
* frontier orbital gap: 5.620 eV

Atom-resolved charges from Mulliken, all expressed in e: number 1, N, carries -0.333; number 2, N, carries -0.537; number 3, H, carries 0.355; number 4, O, carries -0.658; number 5, C, carries -1.025; number 6, H, carries 0.263; number 7, H, carries 0.293; number 8, H, carries 0.327; number 9, H, carries 0.502; number 10, H, carries 0.218; number 11, C, carries 0.241; number 12, H, carries 0.228; number 13, H, carries 0.402; number 14, H, carries 0.327; number 15, N, carries -0.673; number 16, H, carries 0.340; number 17, O, carries -0.672; number 18, H, carries 0.402


Most stable structure - (a); separation to the second - 5.872 eV.


(a)
3 unconnected molecules or ions with the total composition C2H11N3O2, computed with ωB97M-V/def2-TZVPD.

Geometry as ORCA input:
```
! RIJCOSX wB97M-V def2-TZVPD def2/J DEFGRID3
* xyz 0 1
H -2.224 -0.054 1.739
O 0.487 -4.813 1.589
C -0.167 -0.183 -0.701
C -2.026 0.515 0.818
H -0.459 -4.687 1.819
H -3.088 0.585 0.507
H -2.059 -1.059 -0.638
H 0.927 -5.065 2.392
N 0.135 -1.050 -1.611
H 0.135 1.825 -0.264
H 2.130 3.742 -1.651
H 3.553 4.184 -1.620
N -1.486 -0.329 -0.264
H 1.082 -0.938 -1.966
H -1.502 1.439 0.994
O 2.735 4.326 -1.168
N 0.573 0.927 -0.332
H 1.255 0.636 0.356
*
```

* lowest unoccupied orbital energy: 0.61 eV
* frontier orbital gap: 8.886 eV

Atom-resolved charges from Mulliken, all expressed in e: number 1, H, carries 0.257; number 2, O, carries -0.640; number 3, C, carries 0.462; number 4, C, carries -0.811; number 5, H, carries 0.321; number 6, H, carries 0.274; number 7, H, carries 0.222; number 8, H, carries 0.315; number 9, N, carries -0.724; number 10, H, carries 0.242; number 11, H, carries 0.323; number 12, H, carries 0.313; number 13, N, carries -0.194; number 14, H, carries 0.241; number 15, H, carries 0.271; number 16, O, carries -0.639; number 17, N, carries -0.444; number 18, H, carries 0.209


(b)
2 unconnected molecules or ions with the total composition C2H11N3O2, computed with ωB97M-V/def2-TZVPD.

Geometry as ORCA input:
```
! RIJCOSX wB97M-V def2-TZVPD def2/J DEFGRID3
* xyz 0 1
H -1.639 1.135 1.179
H 1.078 0.378 3.485
H 0.874 -1.029 1.097
N -1.235 0.973 0.265
C -1.094 -0.420 -0.117
N -0.154 -0.404 -1.607
H 1.183 -1.860 -1.110
N 0.623 0.289 2.578
H -1.215 -1.097 0.740
H 1.744 -0.149 -0.790
H -1.720 1.621 -0.345
H -1.012 0.981 -2.514
H -2.015 -0.698 -0.646
H 1.722 -0.781 -2.437
O 1.477 -0.190 1.569
O -0.129 0.908 -2.073
C 1.225 -0.833 -1.465
H 0.287 1.176 2.190
*
```

* lowest unoccupied orbital energy: 0.83 eV
* frontier orbital gap: 9.308 eV

Atom-resolved charges from Mulliken, all expressed in e: number 1, H, carries 0.262; number 2, H, carries 0.217; number 3, H, carries 0.377; number 4, N, carries -0.424; number 5, C, carries -0.632; number 6, N, carries -0.111; number 7, H, carries 0.353; number 8, N, carries -0.414; number 9, H, carries 0.445; number 10, H, carries 0.392; number 11, H, carries 0.161; number 12, H, carries 0.343; number 13, H, carries 0.343; number 14, H, carries 0.277; number 15, O, carries -0.397; number 16, O, carries -0.456; number 17, C, carries -0.948; number 18, H, carries 0.214


Most stable structure - (a); separation to the second - 5.134 eV.